Run w
Computed, not measured: the ion C3H8NOS with charge +1, with ωB97M-V/def2-TZVPD.

XYZ file:
```
14
Properties=species:S:1:pos:R:3
S 1.18155 -0.71850 -2.17362
O -1.87306 -1.15324 0.66292
N -0.31829 0.82460 1.22127
C -0.68652 -1.40489 0.55582
C 0.45373 0.36898 -0.94851
C 0.33688 -0.23776 0.42770
H -0.54456 0.70618 -1.24771
H 1.20588 -0.54129 1.04689
H -0.05081 1.68549 0.82877
H 1.00542 0.03945 -3.35030
H -0.07130 0.88420 2.21785
H 1.02764 1.36951 -0.77201
H -1.41196 0.66688 1.02530
H -0.25461 -2.48959 0.50561
```

The calculation puts the HOMO energy at -13.41 eV. The SMILES is [NH3+][C@@H](C=O)CS. Its charge is +1. For the HOMO-LUMO gap, the calculation gives 9.233 eV.


Run x
Computed, not measured: the ion C3H8NOS with charge +1, with ωB97M-V/def2-TZVPD.

XYZ file:
```
14
Properties=species:S:1:pos:R:3
S 2.28405 0.59554 0.38840
O 1.82707 -0.99721 -0.26828
N -0.24903 -0.02031 -0.34862
C 0.59254 -1.19585 0.17886
C 0.70271 1.15273 -0.37044
C -1.46735 0.20067 0.42082
H 0.34250 1.89164 0.19513
H -1.88536 1.09628 0.11023
H 0.96687 1.48573 -1.42204
H 0.03360 -1.97405 -0.46790
H -1.16120 0.27676 1.47520
H -2.13243 -0.72965 0.16214
H 0.52972 -1.46132 1.30848
H -0.38370 -0.32096 -1.36195
```

The calculation puts the HOMO energy at -14.17 eV. The SMILES is C[N@@H+]1COSC1. Its charge is +1. For the HOMO-LUMO gap, the calculation gives 9.751 eV.


Run y
Computed, not measured: the ion C3H8NOS with charge +1, with ωB97M-V/def2-TZVPD.

XYZ file:
```
14
Properties=species:S:1:pos:R:3
S -0.49665 -0.08949 -2.47536
O 2.17905 0.70271 0.87017
N -0.04761 -0.52935 1.56094
C 1.34575 0.67701 0.00728
C -1.02251 -0.04327 -0.73098
C 0.25901 -0.38440 0.08458
H 1.38038 1.30802 -0.88973
H -0.55715 -1.36542 1.84124
H -1.79686 -0.78665 -0.56972
H -1.20775 1.00914 -0.51039
H -1.02287 1.07192 -2.88540
H 0.89772 -0.52184 2.00333
H -0.45061 0.33126 1.93532
H 0.54009 -1.37962 -0.24127
```

The calculation puts the HOMO energy at -13.52 eV. The SMILES is [NH3+][C@H](C=O)CS. Its charge is +1. For the HOMO-LUMO gap, the calculation gives 9.211 eV.


Relative stability in hartree, measured from the most stable structure: run w 0.0182; run x 0.0581; run y 0.0000